No. 1
DFT (ωB97M-V with the def2-TZVPD basis set) results for a molecular structure, C54H48N2O5P3ReSTe.

Structure (XYZ):
```
115
Properties=species:S:1:pos:R:3:lowdin_charge:R:1
C 1.0051 -3.0036 -1.5971 -0.103
H -3.9362 3.6656 -4.1021 0.111
C -2.4116 1.9814 2.2891 -0.112
H 0.3066 -2.9366 -0.7754 0.065
C 1.9723 -2.0184 -1.7706 -0.369
H -1.0627 4.8543 1.1097 0.113
H 4.6115 4.2375 -6.7647 0.110
C 5.1129 -1.6537 2.5325 -0.063
C -1.4408 2.8183 -1.2492 -0.333
C -1.0536 3.6188 -2.3188 -0.119
H 3.2953 3.3748 3.0515 0.116
C 2.7814 3.6627 2.1437 -0.065
H -4.8875 -0.4070 0.2182 0.089
H 0.8901 4.7422 -1.0297 0.076
H 4.9004 0.3743 3.2053 0.113
C -2.5904 -2.7904 -0.8654 -0.064
H 3.6337 -3.3661 -4.3963 0.110
H 5.0990 -3.6120 1.6582 0.114
C -2.6088 0.5299 2.0589 -0.292
O -3.4990 -0.0074 2.8589 0.044
C 6.3106 -0.7861 -1.0919 -0.116
H -3.0847 1.7097 -0.4106 0.078
H 0.2193 -4.8689 -2.2932 0.110
H 6.8781 -1.5492 -4.7677 0.109
C 0.9724 -4.1056 -2.4387 -0.058
C -3.1982 3.9032 3.5383 -0.039
H -3.1987 -1.9406 3.4741 0.134
C 6.7010 -1.3146 -3.7237 -0.143
H -2.1017 -3.6579 -0.4193 0.094
H 4.2547 1.7929 -6.8346 0.111
H -4.6435 2.2146 -2.2182 0.112
O 0.2710 -2.0702 1.3039 -0.480
O -0.5975 -1.7105 3.5708 -0.255
C -1.1771 0.6675 -5.4807 -0.060
C 3.8259 2.3797 -6.0330 -0.066
C -3.6393 2.6167 -2.2532 -0.060
H -4.6346 -1.6611 2.4371 0.138
H -3.7997 4.3088 4.3399 0.117
C 3.6884 -0.0274 1.4902 -0.155
Re -0.0955 -0.0924 0.5214 1.128
P 2.0569 -0.5451 -0.7064 0.869
P -0.4615 2.2502 0.1973 0.963
H 5.5414 0.4461 -4.1453 0.085
C 4.7134 -2.6028 1.6060 -0.065
C -0.0975 1.2318 -4.8172 -0.087
C 1.9103 -4.2356 -3.4521 -0.061
C -1.5898 -0.7453 -3.5946 -0.063
O 1.8191 -1.9876 3.2350 -0.219
H -3.1344 -3.1187 -1.7515 0.091
H -2.7592 -0.7826 -5.3916 0.111
H -0.0448 3.9834 -2.4101 0.050
C -2.7485 2.3265 -1.2347 -0.108
C 4.5987 -0.3645 2.4748 -0.063
C -1.6099 2.8245 1.5076 -0.269
C -2.4488 4.7401 2.7263 -0.035
C -3.5116 -2.1044 0.1325 -0.363
H 2.8605 5.9771 -0.3175 0.111
H 3.6352 5.5789 -4.9363 0.110
C 7.0463 -1.8737 -1.5477 -0.127
H 1.8846 -5.0962 -4.1070 0.110
O 0.6196 -0.0139 2.2723 -0.472
Te 4.5606 1.6987 -1.4157 1.348
C 2.8896 -3.2650 -3.6177 -0.054
H 7.4980 -2.5596 -0.8396 0.112
H 3.2848 0.9753 1.4549 0.060
C -3.1886 2.5409 3.3125 0.011
H -4.2019 -2.8613 0.5210 0.145
C 3.2968 -0.9737 0.5439 -0.387
H -3.6873 -0.3172 -1.0794 0.056
C 3.4758 4.5095 -4.9692 -0.065
H 3.4897 -3.0203 -0.0965 0.111
H -2.4624 5.8108 2.8794 0.117
C 2.5369 5.1185 0.2564 -0.070
H 2.9220 0.6875 -5.0742 0.116
C -2.7197 -1.6333 1.3573 -0.254
H 6.1716 -0.6258 -0.0310 0.084
C 0.2678 0.8059 -3.5385 -0.332
C -1.9235 -0.3302 -4.8751 -0.061
H -5.0557 -1.4150 -1.2157 0.091
N 7.2362 -2.1465 -2.8346 0.075
H -1.6269 4.5558 -4.1503 0.114
C 0.9926 3.2905 0.5609 -0.360
C -1.6648 4.1967 1.7242 -0.057
C -3.5839 -1.4280 2.5965 -0.033
C -0.5160 -0.1741 -2.9313 -0.116
H 5.8162 -1.9204 3.3103 0.113
H 1.3463 2.0937 2.3198 0.087
H -2.1672 -1.5268 -3.1217 0.082
C 4.0261 3.7554 -5.9933 -0.063
C 1.4229 4.4021 -0.1574 -0.105
H -1.8027 -2.1036 -1.1908 0.035
P 1.5837 1.7294 -2.6764 0.953
C 2.6956 0.7526 -1.7541 -0.871
H 0.4644 2.0161 -5.3077 0.104
H 2.3145 4.4746 -3.1655 0.090
C 3.2232 4.7480 1.4032 -0.067
C 3.8042 -2.2678 0.6123 -0.075
S 0.5560 -1.5928 2.7294 0.419
H -1.9281 -2.3486 1.5674 0.114
H -1.4302 1.0134 -6.4741 0.112
H 3.6799 -1.4015 -2.9295 0.080
C 2.9171 -2.1585 -2.7847 -0.074
H 4.0896 5.3103 1.7243 0.112
C 1.6760 2.9377 1.7261 -0.111
C 5.9527 -0.1976 -3.3773 -0.134
C 5.7417 0.0631 -2.0293 -0.542
N -2.0777 -0.2885 1.1840 -0.014
H -0.2603 -0.5649 -1.9404 0.018
H -3.7957 1.8984 3.9299 0.126
C 3.0768 1.7607 -5.0469 -0.116
C -4.3318 -0.9959 -0.5171 -0.047
C 2.7244 3.8884 -3.9799 -0.109
C -3.2433 3.4275 -3.3063 -0.063
C -1.9520 3.9276 -3.3311 -0.064
C 2.5259 2.5139 -4.0100 -0.447
```

The energy above the lowest of the compared OMol25 structures with the same formula, charge and spin comes out at 1.396 eV. Its expectation value of S² is 1.20. Its spin multiplicity is 2. The total energy is -118114.038 eV. For the HOMO energy (alpha / beta), the calculation gives -9.70 / -10.08 eV. The charge is +1.

No. 2
DFT (ωB97M-V with the def2-TZVPD basis set) results for a molecular structure, C24H26CdF8O26.

Structure (XYZ):
```
85
Properties=species:S:1:pos:R:3:lowdin_charge:R:1
H 3.7017 -20.6195 -6.2979 0.179
O -1.8667 -19.3174 -3.3098 0.085
H -3.2518 -17.8542 -3.1355 0.149
H 4.8473 -19.0091 4.0468 0.131
C 3.8459 -17.6572 -2.3641 -0.567
F -2.2187 -12.7202 0.2102 0.070
O 3.3180 -18.6886 -3.0007 0.147
O 3.3370 -15.2358 2.1560 0.103
H 4.4908 -16.9060 2.7924 0.128
C 4.8820 -20.1037 3.9800 -0.065
O 3.2665 -21.7368 4.4199 0.138
H -4.6188 -19.1978 -1.6001 0.178
C 6.5942 -19.5165 -0.9912 -0.263
C 4.0077 -16.5144 1.8628 -0.014
H 0.8061 -13.7175 -0.7185 0.116
F 2.4861 -18.0436 2.9430 -0.021
O 4.9861 -17.4522 -2.2974 0.187
O 2.6299 -22.1151 2.3011 0.149
O -2.7499 -20.0653 -1.2569 0.146
O 6.0334 -18.5475 -0.0930 0.129
H -1.2333 -18.0064 4.5582 0.132
H 4.5507 -21.1279 5.9142 0.181
C 3.4876 -21.5622 -5.7562 -0.257
F 3.1392 -19.7758 5.5177 0.025
H 0.9628 -20.2238 4.4993 0.151
C -0.3126 -18.8117 1.9653 -0.454
H 0.8681 -16.8147 -2.4592 0.142
H 1.1973 -17.9085 -1.1783 0.106
H 0.6164 -17.6972 4.5972 0.149
H 4.7239 -16.4172 1.0244 0.142
C -1.6554 -19.7912 -2.0370 -0.575
C 1.9539 -18.6707 -2.9594 -0.390
C 4.6253 -22.5348 -5.5395 -0.057
C -0.2607 -13.6652 -0.9082 -0.072
O 4.2832 -20.5744 2.7543 0.055
F -1.1168 -20.3770 4.6801 0.033
F 1.5539 -18.5542 -4.2394 0.078
H -0.5416 -13.0232 1.2119 0.161
O -0.5928 -19.9342 -1.6667 0.101
H 8.7668 -19.9947 -0.5090 0.134
O 1.7623 -16.5771 1.2942 0.120
O 0.0599 -19.9439 2.7419 0.045
O 2.8533 -16.8430 -1.8809 0.091
F 2.4706 -22.1928 -6.5361 0.005
C -3.8516 -19.7221 -2.2048 -0.250
C -3.2130 -18.9442 -3.3125 -0.096
C -0.2690 -18.2180 4.1134 -0.046
O 0.0842 -22.9861 0.2267 -0.538
C 2.1202 -15.2963 1.6366 -0.534
O -0.3393 -18.8157 0.7385 0.081
O 3.0023 -22.4940 -2.5506 0.186
C 1.6346 -17.5122 -2.1047 -0.092
O -1.4969 -14.7967 0.7069 0.098
H 1.5188 -19.5930 -2.5751 0.116
C -1.4012 -15.6025 -0.4923 -0.420
H 5.9110 -20.4671 3.9958 0.144
H -0.7537 -23.3402 0.5060 -0.090
O 7.6214 -19.5802 1.1821 0.081
C 0.0237 -19.7744 4.1491 -0.226
H -0.5290 -12.8377 -1.5895 0.139
O -0.5943 -14.9286 -1.4696 0.022
O 3.0260 -21.3264 -4.4673 0.118
F -4.2986 -20.8649 -2.7806 0.071
F 5.7105 -20.4717 -1.4085 0.067
O -0.4267 -17.7478 2.7770 0.071
O 1.4049 -14.3649 1.4939 0.171
C 7.7529 -20.1806 -0.1724 0.024
C 6.6541 -18.6627 1.0938 -0.556
C 2.7936 -17.4278 1.6310 -0.206
O 2.4482 -19.9191 -0.5434 -0.442
C 4.0204 -20.7323 5.0111 -0.310
C -1.1381 -13.4909 0.3930 -0.358
O -1.8862 -16.6505 -0.6080 0.199
H 2.9722 -18.2673 0.9036 0.152
H 6.9367 -19.0753 -1.9106 0.153
C 3.4433 -22.3325 -3.6266 -0.526
H 7.4912 -21.2219 -0.0766 0.131
H 3.0115 -20.5656 -1.0162 -0.061
O 6.2826 -18.0512 2.0618 0.120
C 3.3575 -21.5600 3.0692 -0.498
Cd 0.8560 -21.1981 -0.1623 1.430
H 5.5517 -21.9396 -5.5927 0.143
O 4.3880 -23.0802 -4.2411 0.086
H 4.6823 -23.3999 -6.1777 0.139
H -3.5096 -19.3317 -4.2967 0.154
```

The total energy is -104848.929 eV. For the HOMO energy, the calculation gives -8.79 eV. The charge is 0.

No. 3
DFT (ωB97M-V with the def2-TZVPD basis set) results for a single C3H6N2O molecule.

Structure (XYZ):
```
12
Properties=species:S:1:pos:R:3:lowdin_charge:R:1
C -2.5668 -0.4229 -0.0487 -0.325
H 2.3042 -1.1756 0.4523 0.098
H -3.2550 -1.1840 0.1059 0.099
C 0.5835 -0.0783 0.3506 -0.191
H -3.8674 0.8746 -0.4328 0.086
H 2.6810 0.5032 0.4933 0.040
H 2.1917 -0.1973 -1.0427 0.102
C 2.0192 -0.1614 0.0633 -0.081
N -2.7870 0.7943 -0.3596 0.078
O -1.4783 -1.1958 0.2361 -0.104
H 0.0871 0.8705 0.4180 0.114
N -0.0426 -1.1836 0.2083 0.084
```

The energy above the lowest of the compared OMol25 structures with the same formula, charge and spin comes out at 4.291 eV. The total energy is -8232.408 eV. For the HOMO energy, the calculation gives -9.87 eV. The charge is 0. Its SMILES is [H]/N=C/O/N=C/C.